(1)
Here is the molecule C4H3N3O from the OMol25 dataset. Energies are from wB97M-V/def2-TZVPD.

XYZ file:
```
11
Properties=species:S:1:pos:R:3:nbo_charge:R:1
O -2.09682 -0.50986 0.99900 -0.4890
N 1.46159 0.33399 0.51217 -0.4069
N -0.66200 -1.35844 -0.75977 -0.1063
N 0.50560 -1.60548 -0.35846 -0.1520
C 1.32148 -0.90339 0.44532 0.2132
C -0.87247 0.92947 -0.40897 -0.3061
C -1.37237 -0.37062 0.00058 0.5798
C 0.45758 1.13991 -0.10001 -0.0108
H -1.49048 1.72206 -1.06463 0.2685
H 0.71208 2.20372 -0.22074 0.2122
H 2.03582 -1.58136 0.95550 0.1975
```

HOMO-LUMO gap = 8.74 eV
SMILES string = O=c1ccncnn1
ΔE to the lowest compared entry with this formula, charge and spin = 73.8 kcal/mol
strongest force on any atom = 4.2 eV Å⁻¹
HOMO energy = -9.76 eV

(2)
Here is a structure of composition C4H3N3O from the OMol25 dataset. Energies are from wB97M-V/def2-TZVPD.

XYZ file:
```
11
Properties=species:S:1:pos:R:3:nbo_charge:R:1
O 1.32341 0.89546 -0.36211 -0.5090
N -0.21033 -1.62853 -0.34007 -0.1320
N -3.37802 -0.03534 0.02726 -0.2501
N 1.24390 -1.43385 0.16043 -0.3352
C 1.91784 -0.37144 -0.08723 0.3610
C -0.00868 0.81558 -0.03632 -0.1164
C -2.21231 -0.48655 -0.15953 0.2322
C -0.74438 -0.46299 -0.48317 0.0856
H -0.65540 1.97468 -0.35099 0.2613
H -0.23428 0.83039 1.39222 0.1875
H 2.95825 -0.09740 0.23951 0.2151
```

HOMO-LUMO gap = 9.25 eV
ΔE to the lowest compared entry with this formula, charge and spin = 134.1 kcal/mol
strongest force on any atom = 9.9 eV Å⁻¹
HOMO energy = -10.45 eV

(3)
Here is the molecule C4H3N3O3 from the OMol25 dataset. Energies are from wB97M-V/def2-TZVPD.

XYZ file:
```
13
Properties=species:S:1:pos:R:3:nbo_charge:R:1
O 3.85709 0.46052 -0.47062 -0.4597
O -1.93365 -2.08706 0.19056 -0.5512
O -0.09550 -0.97895 0.76868 -0.5229
N 2.00213 0.41321 0.98973 -0.5899
N -0.65427 1.04293 -0.94467 -0.0845
N 0.16612 1.29399 -0.10688 -0.1374
C 0.57344 0.38053 0.93433 0.3347
C -1.54279 -0.06232 -0.95380 -0.4434
C 2.92402 0.41408 0.20058 0.9137
C -1.19310 -1.16247 0.02142 0.7758
H 0.16372 0.76261 2.02163 0.2233
H -2.62346 0.17207 -0.76333 0.2740
H -1.64375 -0.64915 -1.88763 0.2676
```

HOMO-LUMO gap = 9.37 eV
SMILES string = O=C=N[C@H]1N=NCC(=O)O1
ΔE to the lowest compared entry with this formula, charge and spin = 77.2 kcal/mol
strongest force on any atom = 3.5 eV Å⁻¹
HOMO energy = -9.43 eV